An isolated molecule of C6H9N. Source: the Open Molecules 2025 dataset; level of theory: wB97M-V/def2-TZVPD.

Atoms and positions in Å:
1 C -1.3006 2.1682 -0.1345
2 C -0.4505 1.0307 0.3157
3 C -0.4659 0.4654 1.6536
4 C 0.3820 -0.5901 1.4634
5 C 0.9753 -0.7221 0.0844
6 C 0.5734 -2.0038 -0.6442
7 N 0.3818 0.4465 -0.5400
8 H -2.2875 2.0558 0.3173
9 H -1.3954 2.2423 -1.2208
10 H -0.8903 3.1067 0.2479
11 H 0.6838 -1.3118 2.2241
12 H 2.0679 -0.6129 0.1079
13 H 1.1154 -2.1344 -1.5829
14 H -0.4973 -1.9855 -0.8602
15 H 0.7822 -2.8732 -0.0185
16 H 0.4903 0.6884 -1.5145

**SMILES**: CC1=C=C[C@@H](C)N1
**HOMO energy**: -7.250 eV
**Kohn-Sham gap**: 7.71 eV
**LUMO energy**: 0.46 eV

These are the natural (NBO) partial charges, in e, on atoms 1 to 5: -0.68, 0.36, -0.41, -0.20, -0.13

---

An isolated molecule of C4H8O3. Source: the Open Molecules 2025 dataset; level of theory: wB97M-V/def2-TZVPD.

Atoms and positions in Å:
1 C 2.3630 -0.0008 0.3458
2 O 1.0147 0.2826 0.7232
3 C 0.1110 -0.6364 0.3767
4 O 0.3742 -1.7658 0.0271
5 C -1.2929 -0.0615 0.3410
6 C -1.3031 1.0266 -0.7368
7 O -2.2162 -1.0788 0.0667
8 H 2.7157 -0.9340 0.7871
9 H 2.9494 0.8466 0.6995
10 H 2.4210 -0.0707 -0.7444
11 H -1.5233 0.3857 1.3171
12 H -0.6096 1.8306 -0.4744
13 H -2.3091 1.4373 -0.8447
14 H -0.9989 0.5976 -1.6985
15 H -1.6960 -1.8590 -0.1854

**SMILES**: COC(=O)[C@@H](C)O
**HOMO energy**: -10.528 eV
**Kohn-Sham gap**: 11.33 eV
**LUMO energy**: 0.80 eV

These are the natural (NBO) partial charges, in e, on atoms 1 to 5: -0.26, -0.50, 0.78, -0.61, 0.00

---

C19H15Cl2I2N2Pd as an isolated structure. Source: the Open Molecules 2025 dataset; level of theory: wB97M-V/def2-TZVPD.

Atoms and positions in Å:
1 Pd 0.4494 0.3448 -0.3564
2 I 1.3807 -0.9195 3.2612
3 C 2.4251 0.7887 2.6178
4 I 2.9000 0.7481 0.5336
5 H 3.3672 0.8747 3.1450
6 H 1.7931 1.6601 2.7429
7 N -1.4743 -0.3898 -0.6195
8 C -2.0707 -0.8232 0.6350
9 C -2.6450 -2.0824 0.6905
10 C -3.1799 -2.5504 1.8800
11 C -3.1367 -1.7450 3.0080
12 C -2.5686 -0.4833 2.9373
13 C -2.0262 0.0090 1.7515
14 C -1.4434 1.3750 1.6884
15 C -2.0251 2.3913 2.4498
16 C -1.5257 3.6832 2.4288
17 C -0.4386 3.9852 1.6236
18 C 0.1412 2.9867 0.8494
19 C -0.3406 1.6797 0.8805
20 H -1.3284 -1.2066 -1.2073
21 H -2.0798 0.2529 -1.1247
22 H -2.6712 -2.7016 -0.1991
23 H -3.6224 -3.5360 1.9227
24 H -3.5386 -2.1012 3.9469
25 H -2.5161 0.1274 3.8289
26 H -2.9007 2.1717 3.0476
27 H -1.9953 4.4526 3.0265
28 H -0.0444 4.9926 1.5883
29 H 0.9826 3.2424 0.2161
30 Cl 2.1298 1.4655 -2.9622
31 C 2.3862 -0.1238 -3.5086
32 C 3.1547 -0.3321 -4.6185
33 C 3.3285 -1.6408 -5.0830
34 C 2.7404 -2.7515 -4.4884
35 C 1.9443 -2.5633 -3.3847
36 Cl 1.2073 -3.8957 -2.6524
37 C 1.7341 -1.2318 -2.7900
38 N 1.0454 -1.1160 -1.7222
39 H 3.6164 0.4974 -5.1341
40 H 3.9470 -1.7932 -5.9595
41 H 2.8983 -3.7418 -4.8897

**Net charge**: +1
**HOMO energy (spin up / spin down)**: -10.910 / -10.910 eV
**Kohn-Sham gap (spin up / spin down)**: 5.21 / 5.21 eV
**LUMO energy (spin up / spin down)**: -5.70 / -5.70 eV

These are the natural (NBO) partial charges, in e, on atoms 1 to 5: 0.61, 0.21, -0.72, 0.32, 0.24

---

C22H29BrN4O6PdS as an isolated structure. Source: the Open Molecules 2025 dataset; level of theory: wB97M-V/def2-TZVPD.

Atoms and positions in Å:
1 Pd -0.4172 0.0558 -0.1052
2 N 0.9960 -0.3059 1.5356
3 C 1.7757 -1.5014 1.9042
4 C 2.4051 -2.1642 0.6993
5 C 3.4731 -1.3517 -0.0549
6 C 3.1159 -1.1129 -1.5165
7 N 2.0882 -0.0735 -1.6363
8 H 1.6225 0.4822 1.3952
9 H 0.3989 -0.0492 2.3169
10 H 1.0809 -2.1935 2.3746
11 H 2.5407 -1.2316 2.6422
12 H 1.6060 -2.4198 0.0078
13 H 2.8306 -3.1162 1.0260
14 H 4.4314 -1.8747 -0.0187
15 H 3.6556 -0.3846 0.4312
16 H 2.7127 -2.0387 -1.9341
17 H 4.0213 -0.8656 -2.0859
18 H 1.8083 0.0465 -2.6025
19 H 2.4721 0.8182 -1.3422
20 Br -3.6538 1.0562 4.1401
21 C -3.0896 2.7692 3.5463
22 C -3.3444 3.8474 4.3803
23 C -2.9174 5.1145 4.0156
24 C -2.2183 5.2957 2.8314
25 C -1.9534 4.2068 2.0182
26 C -2.3997 2.9305 2.3514
27 C -2.1358 1.7952 1.3896
28 O -3.0638 1.0741 1.0499
29 O -0.9078 1.7318 0.9987
30 H -3.8710 3.6879 5.3108
31 H -3.1243 5.9554 4.6647
32 H -1.8750 6.2815 2.5456
33 H -1.3905 4.3259 1.1017
34 O -1.6461 -0.1024 -2.7278
35 C -1.3822 -1.3345 -2.4916
36 N -0.7953 -1.7391 -1.4095
37 S -0.7508 -3.4183 -1.3945
38 O 0.6058 -3.8738 -1.4207
39 O -1.6399 -3.9147 -0.3913
40 C -1.4758 -3.6134 -2.9953
41 C -1.7450 -4.7638 -3.7043
42 C -2.3363 -4.6071 -4.9529
43 C -2.6416 -3.3426 -5.4527
44 C -2.3672 -2.1956 -4.7208
45 C -1.7735 -2.3558 -3.4804
46 H -1.5081 -5.7418 -3.3091
47 H -2.5646 -5.4820 -5.5468
48 H -3.1024 -3.2557 -6.4275
49 H -2.6054 -1.2107 -5.0977
50 C -4.6928 -2.9296 1.8829
51 N -3.3100 -2.9081 2.3040
52 C -2.7333 -4.1458 2.7863
53 C -2.5041 -1.8811 1.9642
54 O -1.2967 -1.8605 2.1486
55 H -5.3430 -3.1964 2.7183
56 H -4.8478 -3.6519 1.0768
57 H -4.9759 -1.9402 1.5271
58 H -3.4225 -4.6199 3.4862
59 H -1.7966 -3.9254 3.2909
60 H -2.5292 -4.8320 1.9601
61 H -3.0320 -1.0254 1.5190
62 C -1.4533 0.8310 -1.5869
63 H -0.9043 1.6786 -1.9979
64 H -2.4537 1.1335 -1.2889

**HOMO energy**: -8.174 eV
**Kohn-Sham gap**: 7.83 eV
**LUMO energy**: -0.34 eV

These are the natural (NBO) partial charges, in e, on atoms 1 to 5: 0.84, -0.84, -0.22, -0.41, -0.41

---

| no. | energy (eV) | F_max (hartree/bohr) |
| --- | --- | --- |
| 1 | -7855.2346 | 0.009 |
| 2 | -10420.2161 | 0.010 |
| 3 | -67644.6489 | 0.008 |
| 4 | -125887.7147 | 0.011 |